DFT (ωB97M-V with the def2-TZVPD basis set) results for a molecular structure, C2H6AlO at a distorted geometry.

The geometry in ORCA input format:
```
! wB97M-V def2-TZVPD RIJCOSX def2/J DEFGRID3
* xyz 3 1
Al 0.444 -2.356 -2.062
O -0.051 -0.592 -1.073
C 0.130 0.585 -0.280
C -0.097 0.224 1.173
H 0.353 0.950 1.851
H -0.226 1.558 -0.619
H 0.274 -0.779 1.378
H 1.217 0.624 -0.355
H -1.145 0.204 1.473
H -0.899 -0.417 -1.487
*
```

Computed properties:
LUMO: -0.8294 hartree
HOMO-LUMO gap: 3.609 eV
total energy: -395.797097 hartree
strongest force on any atom: 5.44 eV/A

Here are the Mulliken charges for atoms 1 to 6, given in e: 1.813 -0.448 -0.051 -0.666 0.399 0.425

***

DFT (ωB97M-V with the def2-TZVPD basis set) results for a molecular structure, C26H45IrN7PS4 at a distorted geometry.

The geometry in ORCA input format:
```
! wB97M-V def2-TZVPD RIJCOSX def2/J DEFGRID3
* xyz 0 5
Ir -1.188 0.364 1.008
S -3.219 3.738 -1.443
S -0.943 -1.843 2.505
S -2.428 1.897 3.448
S 0.306 1.807 2.332
P 0.424 0.009 -0.875
N -2.187 4.557 5.979
N -2.157 -2.654 -0.499
N 1.832 4.625 4.247
N -3.354 -1.110 3.386
N -2.540 -3.035 4.284
N -2.700 1.490 0.130
N -2.729 -1.418 -0.078
C -1.606 0.643 -2.745
C 1.785 3.848 -1.711
C 3.249 3.624 -1.277
C 2.738 1.437 -0.127
C 1.592 1.396 -1.171
C 1.444 -1.519 -0.633
C 2.021 -1.694 0.786
C 0.363 0.989 -4.577
C 3.308 2.858 0.044
C -4.491 -1.080 4.300
C -2.920 2.439 -0.538
C -1.058 1.069 -5.158
C -0.858 2.458 3.413
C 2.563 -1.800 -1.661
C -0.520 3.550 4.278
C -2.097 0.488 -4.180
C 0.854 2.747 -1.175
C -2.362 -2.009 3.442
C 2.918 -3.853 -0.228
C 0.787 4.134 4.258
C 3.591 -2.815 -1.124
C -1.461 4.100 5.207
C 0.547 -0.278 -3.740
C 2.309 -3.186 1.029
C -0.397 -0.291 -2.503
C -1.619 -4.159 4.425
H 1.355 -1.300 1.553
H -2.868 -3.363 -0.614
H 1.105 1.015 -5.379
H -1.827 -4.653 5.373
H -0.802 -1.297 -2.368
H 4.365 -2.298 -0.548
H 3.782 3.046 -2.042
H -3.061 0.983 -4.307
H 0.546 2.974 -0.152
H 0.556 1.868 -3.949
H -3.430 -3.109 4.744
H 4.335 2.798 0.412
H 2.382 1.085 0.843
H 2.122 -2.195 -2.576
H 1.592 -0.370 -3.453
H 3.772 4.580 -1.193
H 2.735 3.396 0.808
H 2.021 1.234 -2.164
H -2.257 -0.578 -4.386
H -5.064 -0.179 4.102
H -1.301 2.109 -5.380
H 4.099 -3.296 -1.963
H -3.478 -1.543 0.591
H -4.172 -1.057 5.347
H -1.729 -4.877 3.612
H 2.948 -1.126 0.869
H -3.112 -0.268 2.897
H 3.637 -4.621 0.060
H 2.985 -3.293 1.883
H 0.673 -2.290 -0.753
H -2.398 0.424 -2.040
H -5.151 -1.937 4.145
H 3.535 0.753 -0.433
H 0.328 -1.152 -4.366
H 2.137 -4.363 -0.802
H -0.596 -3.799 4.430
H -3.109 -0.948 -0.882
H 3.081 -0.875 -1.928
H -1.354 1.690 -2.573
H -0.061 2.724 -1.765
H -1.544 -2.947 0.251
H 1.428 4.815 -1.354
H -1.101 0.530 -6.107
H 1.376 -3.688 1.302
H 1.727 3.875 -2.802
*
```

Computed properties:
LUMO (spin up / spin down): -0.0050 / -0.1067 hartree
HOMO-LUMO gap (spin up / spin down): 6.568 / 4.820 eV
total energy: -3439.371895 hartree
strongest force on any atom: 1.11 eV/A

Here are the Mulliken charges for atoms 1 to 6, given in e: 1.751 -0.425 -0.464 -0.307 -0.499 -1.118

***

Question: The lowest strongest force on any atom belongs to which entry?
Answer: C26H45IrN7PS4

***

Question: Which value of total energy does entry 2 give?
Answer: -3439.371895 hartree